Entry 1:
Formula: C3H8N3
Source: OMol25
Level of theory: wB97M-V/def2-TZVPD

Its relative energy (zero: lowest compared OMol25 entry of this formula, charge and spin) is 248.4 kJ/mol. As for the total charge: +1. For the HOMO-LUMO gap, the calculation gives 11.75 eV. Its electronic energy is -283.0691 Ha.

CARTESIAN COORDINATES (ANGSTROEM)
C (1.31, 0.58, 1.98)
C (-0.14, 0.05, 0.51)
C (-1.05, -0.43, -1.70)
N (1.44, -0.52, 1.30)
N (0.23, 1.14, 1.40)
N (-0.19, 0.29, -0.80)
H (1.81, 0.96, 2.79)
H (-0.70, -0.76, 0.87)
H (-0.46, -1.04, -2.31)
H (-1.86, -1.17, -1.25)
H (-1.67, 0.32, -2.16)
H (2.04, -1.26, 1.57)
H (-0.21, 1.96, 1.84)
H (0.24, 1.09, -1.15)

---

Entry 2:
Formula: C2H5N2O2
Source: OMol25
Level of theory: wB97M-V/def2-TZVPD

Its relative energy (zero: lowest compared OMol25 entry of this formula, charge and spin) is 32.4 kJ/mol. As for the total charge: -1. For the HOMO-LUMO gap, the calculation gives 8.53 eV. Its electronic energy is -339.2633 Ha.

CARTESIAN COORDINATES (ANGSTROEM)
N (-1.04, 0.56, -0.14)
C (-0.54, 1.19, 0.94)
N (-1.07, 1.18, 2.10)
H (-1.77, -0.13, -0.01)
H (-0.41, 0.30, -0.90)
H (0.20, 1.98, 0.72)
H (-0.71, 1.97, 2.63)
O (0.32, -1.28, -1.90)
C (1.33, -1.75, -1.35)
O (2.31, -1.14, -0.86)
H (1.39, -2.88, -1.24)

---

Entry 3:
Formula: C4H8O2
Source: OMol25
Level of theory: wB97M-V/def2-TZVPD

Its relative energy (zero: lowest compared OMol25 entry of this formula, charge and spin) is 112.2 kJ/mol. For the HOMO-LUMO gap, the calculation gives 10.32 eV. Its electronic energy is -307.6697 Ha.

CARTESIAN COORDINATES (ANGSTROEM)
C (1.61, 0.06, 0.18)
C (0.16, -0.36, 0.06)
C (-0.81, 0.77, 0.42)
O (-2.11, 0.23, 0.52)
C (-0.16, -0.88, -1.33)
O (0.68, -1.12, -2.17)
H (2.27, -0.77, -0.11)
H (1.85, 0.35, 1.21)
H (1.84, 0.90, -0.48)
H (-0.07, -1.18, 0.75)
H (-0.49, 1.22, 1.38)
H (-0.76, 1.57, -0.34)
H (-2.75, 0.91, 0.31)
H (-1.24, -1.03, -1.55)

---

Entry 4:
Formula: C31H52LaO3P2S
Source: OMol25
Level of theory: wB97M-V/def2-TZVPD

As for the total charge: +1. For the HOMO-LUMO gap, the calculation gives 4.87 eV. Its electronic energy is -2550.3642 Ha.

CARTESIAN COORDINATES (ANGSTROEM)
La (-0.32, 0.34, -0.74)
C (2.79, -0.33, -1.31)
C (2.23, 0.53, -2.29)
C (2.47, 1.74, -0.33)
C (3.02, 0.44, -0.13)
C (1.98, 1.81, -1.67)
C (3.16, -1.75, -1.51)
H (2.60, -2.21, -2.34)
H (2.92, -2.35, -0.62)
H (4.23, -1.89, -1.73)
C (3.87, 0.04, 1.01)
H (3.99, -1.05, 1.06)
H (3.45, 0.37, 1.97)
H (4.89, 0.48, 0.94)
C (2.60, 2.88, 0.60)
H (3.59, 3.36, 0.49)
H (2.49, 2.55, 1.64)
H (1.83, 3.64, 0.42)
C (1.44, 3.02, -2.34)
H (1.95, 3.21, -3.30)
H (1.58, 3.91, -1.71)
H (0.36, 2.97, -2.57)
C (2.19, 0.22, -3.73)
H (3.21, 0.18, -4.15)
H (1.64, 0.97, -4.31)
H (1.73, -0.76, -3.93)
C (-2.07, -1.46, -0.82)
C (-1.05, -1.88, -1.66)
C (-1.17, -1.97, -3.17)
C (-1.12, -0.63, -3.95)
C (-1.16, 0.65, -3.15)
C (-2.23, 0.95, -2.32)
C (-3.49, 0.09, -2.28)
C (-3.46, -1.10, -1.31)
H (-2.08, -2.52, -3.46)
H (-1.97, -0.63, -4.65)
H (-0.35, -2.62, -3.52)
H (-3.94, -1.97, -1.80)
H (-1.97, -1.58, 0.28)
H (-0.25, -2.50, -1.22)
H (-4.08, -0.90, -0.42)
H (-4.33, 0.74, -2.01)
H (-2.29, 1.93, -1.79)
H (-3.70, -0.29, -3.30)
H (-0.20, -0.63, -4.56)
H (-0.46, 1.45, -3.47)
P (-0.41, -3.39, 1.16)
C (0.99, -3.86, 2.21)
H (1.06, -4.96, 2.31)
H (0.91, -3.39, 3.20)
H (1.90, -3.48, 1.71)
C (-1.71, -3.01, 2.39)
H (-1.83, -3.87, 3.07)
H (-2.67, -2.85, 1.87)
H (-1.47, -2.10, 2.95)
C (-1.05, -4.97, 0.50)
H (-2.01, -4.79, 0.00)
H (-1.17, -5.70, 1.31)
H (-0.33, -5.35, -0.24)
P (-2.50, 2.34, 0.89)
C (-2.29, 4.01, 0.14)
H (-3.23, 4.58, 0.17)
H (-1.96, 3.94, -0.90)
H (-1.52, 4.56, 0.71)
C (-4.29, 1.99, 0.74)
H (-4.61, 1.87, -0.30)
H (-4.85, 2.79, 1.23)
H (-4.47, 1.04, 1.27)
C (-2.53, 2.82, 2.66)
H (-3.47, 3.38, 2.87)
H (-1.66, 3.45, 2.88)
H (-2.47, 1.91, 3.27)
C (4.63, -0.19, 6.76)
C (3.60, 0.00, 5.70)
C (2.85, 1.18, 5.63)
C (1.82, 1.30, 4.70)
C (1.59, 0.27, 3.78)
C (2.34, -0.91, 3.84)
C (3.36, -1.01, 4.78)
S (0.22, 0.51, 2.67)
O (-0.97, 0.01, 3.34)
O (0.24, 1.93, 2.27)
O (0.55, -0.35, 1.45)
H (5.40, 0.59, 6.77)
H (4.17, -0.18, 7.75)
H (5.12, -1.15, 6.60)
H (3.05, 2.00, 6.32)
H (1.21, 2.20, 4.69)
H (2.13, -1.73, 3.18)
H (3.99, -1.91, 4.83)

---

Entry 5:
Formula: C4H6N2O
Source: OMol25
Level of theory: wB97M-V/def2-TZVPD

Its relative energy (zero: lowest compared OMol25 entry of this formula, charge and spin) is 489.1 kJ/mol. For the HOMO-LUMO gap (alpha / beta), the calculation gives 6.72 / 7.88 eV. Its electronic energy is -340.6086 Ha.

CARTESIAN COORDINATES (ANGSTROEM)
C (0.56, 1.42, -1.29)
C (0.50, 0.42, -0.15)
C (-0.78, -0.12, 0.18)
C (-0.77, -1.08, 1.14)
O (-1.83, -1.90, 1.52)
N (0.18, -1.54, 1.91)
N (1.51, -0.02, 0.53)
H (1.57, 1.75, -1.53)
H (-0.05, 2.29, -1.03)
H (0.12, 0.97, -2.19)
H (-1.69, 0.16, -0.33)
H (-1.73, -2.72, 1.00)
H (2.41, 0.37, 0.23)

---

Entry 6:
Formula: C32H58IO22P2
Source: OMol25
Level of theory: wB97M-V/def2-TZVPD

As for the total charge: -1. For the HOMO-LUMO gap, the calculation gives 7.20 eV. Its electronic energy is -3889.5651 Ha.

CARTESIAN COORDINATES (ANGSTROEM)
C (-4.92, -4.81, 0.52)
C (-4.90, -4.51, -0.77)
C (-4.40, -3.97, -2.23)
C (-2.81, -3.58, -2.25)
P (-1.84, -5.19, -1.98)
O (-2.53, -6.31, -2.83)
O (-0.17, -5.08, -2.32)
O (-1.94, -5.61, -0.29)
O (-2.55, -2.75, -1.05)
P (-2.87, -1.03, -1.34)
C (-3.26, 0.80, -1.74)
C (-3.09, 1.81, -0.50)
C (-3.39, 2.65, 0.49)
C (-3.60, -1.08, 0.43)
C (-2.43, -1.03, 1.58)
O (-2.40, 0.22, 2.33)
C (-1.77, -0.07, 3.61)
O (-2.51, 0.16, 4.64)
C (-0.26, -0.63, 3.76)
C (-0.22, -2.27, 3.78)
O (-2.54, -1.21, -3.07)
C (-2.47, -2.62, -3.51)
I (-3.88, -2.62, -5.23)
C (-1.06, -2.75, -4.28)
C (0.20, -2.09, -3.50)
C (0.96, -0.97, -4.41)
C (2.36, -0.54, -3.67)
H (-4.89, -4.90, 1.68)
H (-5.09, -3.09, -2.48)
H (-4.65, -4.82, -2.99)
H (0.27, -4.44, -1.70)
H (-1.62, -4.83, 0.25)
H (-4.26, -1.25, -1.74)
H (-1.48, -0.79, -0.96)
H (-4.29, 0.85, -2.25)
H (-2.49, 1.16, -2.54)
H (-3.36, 3.45, 1.34)
H (-4.07, -2.15, 0.54)
H (-4.46, -0.34, 0.62)
H (-1.38, -1.24, 1.16)
H (-2.67, -1.88, 2.35)
H (0.49, -0.21, 2.99)
H (0.13, -0.31, 4.81)
H (0.50, -2.68, 4.58)
H (-1.26, -2.72, 4.00)
H (0.19, -2.59, 2.75)
H (-1.17, -2.23, -5.30)
H (-0.84, -3.88, -4.52)
H (1.01, -2.89, -3.26)
H (-0.07, -1.59, -2.49)
H (0.25, -0.06, -4.57)
H (1.25, -1.36, -5.46)
H (2.94, 0.22, -4.34)
H (3.07, -1.45, -3.55)
H (2.18, -0.11, -2.62)
C (0.30, 3.21, 2.45)
O (1.18, 2.92, 1.37)
C (2.48, 3.05, 1.66)
O (2.94, 3.37, 2.73)
O (3.19, 2.74, 0.56)
C (4.61, 2.84, 0.72)
H (-0.73, 3.07, 2.10)
H (0.47, 2.52, 3.28)
H (0.42, 4.24, 2.78)
H (4.95, 2.14, 1.48)
H (4.90, 3.86, 0.98)
H (5.07, 2.58, -0.23)
C (-2.64, 8.77, 0.30)
O (-2.34, 7.39, 0.09)
C (-1.03, 7.11, 0.00)
O (-0.13, 7.92, 0.07)
O (-0.90, 5.79, -0.19)
C (0.45, 5.34, -0.31)
H (-3.72, 8.88, 0.36)
H (-2.20, 9.12, 1.24)
H (-2.28, 9.37, -0.54)
H (1.01, 5.56, 0.60)
H (0.93, 5.80, -1.18)
H (0.44, 4.26, -0.46)
C (-3.82, 6.75, 5.93)
O (-3.78, 5.74, 4.93)
C (-3.98, 4.49, 5.39)
O (-4.18, 4.18, 6.55)
O (-3.92, 3.64, 4.35)
C (-4.11, 2.26, 4.70)
H (-3.65, 7.71, 5.44)
H (-4.80, 6.78, 6.41)
H (-3.03, 6.59, 6.67)
H (-5.10, 2.11, 5.14)
H (-3.33, 1.93, 5.39)
H (-4.04, 1.67, 3.79)
C (3.62, -0.30, 2.93)
O (4.88, -0.97, 2.84)
C (4.83, -2.28, 3.13)
O (3.84, -2.90, 3.46)
O (6.07, -2.78, 3.01)
C (6.17, -4.18, 3.29)
H (3.78, 0.75, 2.67)
H (2.90, -0.73, 2.22)
H (3.23, -0.35, 3.95)
H (5.56, -4.76, 2.60)
H (5.89, -4.38, 4.33)
H (7.22, -4.47, 3.16)
C (4.16, -5.07, -4.73)
O (4.82, -3.86, -5.08)
C (5.54, -3.93, -6.22)
O (5.65, -4.91, -6.93)
O (6.11, -2.73, -6.43)
C (6.90, -2.66, -7.61)
H (3.61, -4.89, -3.79)
H (3.44, -5.35, -5.50)
H (4.88, -5.87, -4.56)
H (6.29, -2.85, -8.50)
H (7.74, -3.36, -7.56)
H (7.31, -1.65, -7.68)

---

Entry 7:
Formula: C4H5CuO5
Source: OMol25
Level of theory: wB97M-V/def2-TZVPD

Its relative energy (zero: lowest compared OMol25 entry of this formula, charge and spin) is 245.6 kJ/mol. For the HOMO-LUMO gap, the calculation gives 6.49 eV. Its electronic energy is -2171.9746 Ha.

CARTESIAN COORDINATES (ANGSTROEM)
O (-2.09, -1.12, -0.28)
C (-2.31, 0.09, -0.57)
C (0.46, -0.48, -0.07)
O (-3.36, 0.68, -0.24)
O (-1.30, 0.84, -1.04)
C (-0.12, 0.91, -0.25)
Cu (-4.65, -1.23, 0.27)
H (0.38, -1.07, -1.00)
H (0.19, -0.90, 0.90)
H (0.57, 1.56, -0.79)
H (-0.36, 1.35, 0.73)
O (3.88, -0.07, 1.03)
C (2.61, -0.39, 1.18)
O (2.01, -0.34, 0.03)
H (4.09, 0.17, 0.11)

---

Entry 8:
Formula: C38H46OP2PtSi
Source: OMol25
Level of theory: wB97M-V/def2-TZVPD

Its spin multiplicity is 3. For the HOMO-LUMO gap (alpha / beta), the calculation gives 5.29 / 6.18 eV. Its electronic energy is -2642.1497 Ha.

CARTESIAN COORDINATES (ANGSTROEM)
Pt (-0.63, -0.36, 0.63)
C (0.31, 1.71, -3.23)
C (1.51, 1.23, -2.90)
C (2.69, 2.14, -2.67)
C (2.45, 3.37, -1.73)
C (1.37, 3.24, -0.68)
C (0.05, 3.22, -0.93)
C (-0.57, 3.78, -2.17)
C (-0.01, 3.15, -3.46)
C (-1.66, -0.64, 2.42)
H (-0.53, 1.06, -3.48)
H (1.80, 0.20, -3.18)
H (3.01, 2.50, -3.66)
H (3.55, 1.57, -2.28)
H (3.40, 3.54, -1.20)
H (2.29, 4.26, -2.35)
H (1.75, 3.38, 0.34)
H (-0.67, 3.07, -0.13)
H (-0.44, 4.87, -2.18)
H (-1.65, 3.59, -2.13)
H (-0.77, 3.22, -4.25)
H (0.88, 3.70, -3.81)
H (-2.67, -0.93, 2.12)
H (-1.66, 0.23, 3.09)
H (-1.14, -1.49, 2.89)
P (0.87, -0.88, -1.00)
P (0.34, 1.26, 1.85)
C (2.05, 0.29, -0.27)
C (1.87, 1.07, 0.87)
C (1.83, -2.39, -1.28)
C (3.15, -2.28, -1.73)
C (3.86, -3.42, -2.09)
C (3.29, -4.69, -1.97)
C (1.96, -4.80, -1.52)
C (1.23, -3.66, -1.19)
C (-0.40, -0.94, -2.36)
C (-1.71, -0.45, -2.17)
C (-2.59, -0.29, -3.24)
C (-2.21, -0.71, -4.52)
C (-0.96, -1.33, -4.70)
C (-0.08, -1.49, -3.62)
C (0.90, 1.15, 3.59)
C (1.91, 0.22, 3.90)
C (2.50, 0.20, 5.17)
C (2.09, 1.11, 6.15)
C (1.04, 1.99, 5.87)
C (0.41, 1.97, 4.63)
C (-1.05, 2.50, 1.91)
C (-2.33, 2.19, 1.37)
C (-3.32, 3.16, 1.26)
C (-3.08, 4.45, 1.73)
C (-1.82, 4.78, 2.25)
C (-0.81, 3.82, 2.32)
H (3.03, 0.31, -0.74)
H (2.71, 1.64, 1.27)
H (3.62, -1.30, -1.82)
H (4.87, -3.32, -2.49)
H (3.86, -5.58, -2.23)
H (1.50, -5.78, -1.45)
H (0.18, -3.73, -0.88)
H (-2.06, -0.19, -1.17)
H (-3.56, 0.16, -3.07)
H (-2.89, -0.59, -5.36)
H (-0.68, -1.72, -5.68)
H (0.85, -2.04, -3.75)
H (2.25, -0.48, 3.13)
H (3.30, -0.50, 5.39)
H (2.59, 1.13, 7.12)
H (0.73, 2.71, 6.63)
H (-0.45, 2.62, 4.45)
H (-2.55, 1.17, 1.02)
H (-4.28, 2.88, 0.82)
H (-3.88, 5.18, 1.70)
H (-1.63, 5.79, 2.60)
H (0.17, 4.07, 2.72)
C (-2.44, -4.91, -0.45)
Si (-1.91, -3.67, 0.88)
C (-3.41, -3.48, 2.03)
C (-0.53, -4.51, 1.90)
O (-1.43, -2.31, 0.17)
H (-2.87, -5.80, 0.03)
H (-1.60, -5.23, -1.08)
H (-3.20, -4.48, -1.11)
H (-3.79, -4.48, 2.24)
H (-3.13, -3.01, 2.98)
H (-4.21, -2.88, 1.58)
H (0.43, -4.48, 1.37)
H (-0.40, -4.03, 2.88)
H (-0.79, -5.57, 2.08)

---

Entry 9:
Formula: C17H25Br3O12
Source: OMol25
Level of theory: wB97M-V/def2-TZVPD

Its relative energy (zero: lowest compared OMol25 entry of this formula, charge and spin) is 0.0 kJ/mol. For the HOMO-LUMO gap, the calculation gives 10.04 eV. Its electronic energy is -9287.7086 Ha.

CARTESIAN COORDINATES (ANGSTROEM)
C (0.83, -4.51, 2.33)
C (0.20, -3.54, 3.30)
C (0.99, -3.43, 4.61)
O (1.84, -2.30, 4.36)
C (1.17, -1.47, 3.47)
O (1.37, -0.32, 3.38)
O (0.17, -2.17, 2.91)
H (0.34, -4.41, 1.37)
H (0.73, -5.54, 2.68)
H (1.90, -4.34, 2.23)
H (-0.85, -3.72, 3.50)
H (1.64, -4.27, 4.83)
H (0.31, -3.33, 5.46)
C (3.59, 5.83, 0.96)
C (2.71, 5.65, -0.29)
C (2.24, 6.96, -0.90)
O (2.95, 6.95, -2.15)
C (3.54, 5.78, -2.38)
O (3.96, 5.39, -3.43)
O (3.46, 4.97, -1.29)
H (4.26, 6.70, 0.93)
H (4.23, 4.98, 1.20)
H (2.95, 6.08, 1.82)
H (1.93, 4.94, 0.00)
H (2.57, 7.81, -0.30)
H (1.17, 7.09, -1.07)
C (-1.69, -4.82, -0.61)
C (-1.84, -3.36, -0.98)
C (-2.90, -2.52, -0.24)
O (-2.18, -1.58, 0.54)
C (-0.91, -1.56, 0.14)
O (-0.03, -0.82, 0.45)
O (-0.65, -2.62, -0.67)
H (-2.44, -5.38, -1.18)
H (-1.94, -4.92, 0.45)
H (-0.72, -5.23, -0.89)
H (-2.07, -3.34, -2.05)
H (-3.57, -3.15, 0.33)
H (-3.47, -1.99, -1.00)
C (-4.33, -0.12, -2.64)
C (-2.90, 0.10, -3.05)
C (-1.78, 0.21, -1.95)
O (-0.87, -0.81, -2.38)
C (-1.35, -1.57, -3.37)
O (-0.76, -2.48, -3.89)
O (-2.52, -1.09, -3.79)
H (-5.05, -0.11, -3.46)
H (-4.65, 0.75, -2.05)
H (-4.46, -1.03, -2.06)
H (-2.76, 0.89, -3.80)
H (-2.21, 0.15, -0.96)
H (-1.22, 1.10, -2.23)
C (1.81, 1.76, 0.81)
Br (0.80, 2.88, 2.04)
Br (3.73, 2.13, 0.84)
Br (1.12, 1.98, -1.01)
H (1.60, 0.75, 1.12)

---

Entry 10:
Formula: H4NO2P2
Source: OMol25
Level of theory: wB97M-V/def2-TZVPD

Its relative energy (zero: lowest compared OMol25 entry of this formula, charge and spin) is 160.1 kJ/mol. As for the total charge: -1. For the HOMO-LUMO gap, the calculation gives 8.84 eV. Its electronic energy is -890.4190 Ha.

CARTESIAN COORDINATES (ANGSTROEM)
N (-0.42, 1.46, 0.10)
O (1.92, -0.48, 0.35)
O (1.03, -0.16, -2.03)
P (-0.93, -1.72, -0.20)
P (0.75, -0.27, -0.59)
H (0.38, 2.16, 0.11)
H (-0.58, 1.16, 1.04)
H (-1.49, -0.54, 0.02)
H (-0.65, -1.62, 1.21)

---

Entry 11:
Formula: C21H37NOP2Si2W
Source: OMol25
Level of theory: wB97M-V/def2-TZVPD

Its relative energy (zero: lowest compared OMol25 entry of this formula, charge and spin) is 0.0 kJ/mol. As for the total charge: +3. Its spin multiplicity is 2. For the HOMO-LUMO gap (alpha / beta), the calculation gives 7.07 / 7.09 eV. Its electronic energy is -2280.1441 Ha.

CARTESIAN COORDINATES (ANGSTROEM)
W (0.12, -0.16, 0.40)
C (1.51, -3.57, -0.10)
P (0.06, -2.79, 0.71)
C (-1.34, -3.70, 0.02)
C (0.15, -3.23, 2.46)
C (1.33, -2.42, 3.02)
P (1.45, -0.70, 2.48)
C (0.40, 0.35, 3.60)
C (3.22, -0.26, 2.73)
H (1.75, -4.51, 0.40)
H (2.43, -3.01, -0.16)
H (1.27, -3.82, -1.13)
H (-1.01, -4.74, 0.06)
H (-1.60, -3.33, -1.01)
H (-2.21, -3.68, 0.66)
H (0.33, -4.28, 2.62)
H (-0.72, -3.01, 3.02)
H (2.29, -2.85, 2.69)
H (1.29, -2.30, 4.09)
H (0.76, 0.43, 4.60)
H (-0.58, -0.19, 3.57)
H (0.17, 1.29, 3.11)
H (3.26, 0.72, 3.18)
H (3.74, -0.41, 1.78)
H (3.64, -1.01, 3.37)
C (1.95, 2.87, 1.50)
Si (1.88, 1.61, 0.16)
C (3.57, 1.23, -0.52)
C (0.54, 2.06, -1.02)
C (0.22, 3.37, -1.31)
C (-0.79, 3.67, -2.19)
C (-1.56, 2.66, -2.81)
C (-1.26, 1.36, -2.53)
C (-0.18, 1.01, -1.66)
Si (0.30, -0.89, -2.01)
C (-0.96, -1.83, -3.10)
C (2.11, -1.08, -2.43)
H (2.37, 3.83, 1.04)
H (2.59, 2.70, 2.35)
H (0.96, 3.17, 1.84)
H (3.71, 1.55, -1.56)
H (3.89, 0.18, -0.60)
H (4.22, 1.83, 0.14)
H (0.83, 4.18, -0.95)
H (-0.97, 4.74, -2.40)
H (-2.44, 2.86, -3.45)
H (-1.77, 0.55, -3.01)
H (-0.97, -1.35, -4.09)
H (-1.97, -1.70, -2.78)
H (-0.63, -2.88, -3.09)
H (2.73, -1.10, -1.44)
H (2.43, -0.20, -3.03)
H (2.43, -2.00, -2.88)
O (-1.69, 0.40, 0.86)
N (-2.71, 1.03, 0.17)
C (-2.96, 2.30, 0.47)
C (-4.05, 2.96, -0.09)
C (-4.81, 2.21, -0.99)
C (-4.60, 0.87, -1.21)
C (-3.45, 0.27, -0.65)
H (-2.23, 2.69, 1.22)
H (-4.39, 3.97, 0.11)
H (-5.65, 2.63, -1.55)
H (-5.24, 0.23, -1.80)
H (-3.17, -0.78, -0.89)

---

Among the records above, which one has the lowest electronic energy?
C17H25Br3O12